[1]
{"formula": "C28H29BrClF2N4O9", "method": "ωB97M-V with the def2-TZVPD basis set", "species": ["C", "C", "C", "C", "O", "C", "C", "C", "O", "Cl", "N", "C", "C", "C", "N", "C", "C", "C", "O", "C", "C", "C", "C", "C", "C", "C", "C", "C", "O", "O", "C", "C", "O", "Br", "C", "O", "C", "N", "N", "C", "O", "F", "C", "O", "F", "H", "H", "H", "H", "H", "H", "H", "H", "H", "H", "H", "H", "H", "H", "H", "H", "H", "H", "H", "H", "H", "H", "H", "H", "H", "H", "H", "H", "H"], "coordinates": [[-3.64756, -3.70956, -4.04798], [-3.18496, -3.03623, -2.74532], [-1.84954, -3.59700, -2.27611], [-1.38905, -3.17445, -0.87918], [-0.28401, -2.23939, -0.91226], [-0.42041, -0.90504, -0.57569], [-1.83942, -0.33878, -0.75935], [-2.50257, 0.24597, 0.46574], [-2.38122, 1.35264, 0.85779], [-3.58808, -0.87783, 1.29809], [0.07534, -0.72920, 0.83052], [-0.38541, -1.60232, 1.91308], [0.69103, -2.53814, 2.45415], [1.75634, -3.03575, 1.53487], [0.68222, -2.89601, 3.66578], [0.92015, 0.23361, 1.00572], [1.41963, 0.60062, 2.33739], [1.77719, 2.08182, 2.60152], [2.91401, 2.45572, 2.57420], [0.65395, 2.98891, 2.94747], [0.95791, 4.32958, 3.13699], [-0.03597, 5.23345, 3.44134], [-1.34761, 4.80657, 3.54957], [-1.65944, 3.47193, 3.37892], [-0.66869, 2.56619, 3.08596], [1.26646, 0.92459, -0.28062], [2.78790, 1.27230, -0.34460], [3.79559, 0.22640, 0.15086], [4.12393, 0.11766, 1.28723], [4.34067, -0.56337, -0.82207], [0.34341, 2.20383, -0.18049], [0.93181, 3.52044, -0.61534], [1.84036, 3.69224, -1.34613], [-0.04900, 5.01313, 0.11507], [0.72540, -0.09540, -1.34888], [1.78527, -1.08648, -1.43498], [2.34261, -1.34396, -2.57690], [2.83671, -1.57206, -3.58916], [0.24264, 0.45482, -2.56395], [-0.56304, -0.34231, -3.45039], [-1.63401, -0.02255, -3.81881], [0.02557, -1.46488, -3.79723], [0.94108, 1.52110, -3.23905], [2.06686, 1.53673, -3.55587], [0.06736, 2.49558, -3.48376], [-4.17219, -2.99993, -4.68096], [-4.32145, -4.53623, -3.84275], [-2.79934, -4.08883, -4.61336], [-3.14152, -1.96387, -2.93450], [-3.93265, -3.22838, -1.97500], [-1.92268, -4.68384, -2.28346], [-1.04541, -3.34665, -2.96563], [-0.99547, -4.05204, -0.36990], [-2.22249, -2.82902, -0.26967], [-1.80344, 0.47747, -1.47532], [-2.51183, -1.06939, -1.18714], [-0.81450, -1.00680, 2.71409], [-1.19527, -2.21726, 1.53144], [1.33168, -3.68006, 0.76514], [2.45094, -3.63214, 2.11555], [2.29369, -2.23270, 1.03522], [-0.08597, -2.47857, 4.19298], [0.65555, 0.37103, 3.07480], [2.27120, -0.03649, 2.58711], [1.98213, 4.65326, 3.03524], [0.22897, 6.27069, 3.57387], [-2.12145, 5.52662, 3.76751], [-2.68496, 3.15168, 3.48049], [-0.94319, 1.52853, 2.96482], [2.96040, 2.18085, 0.22127], [3.06504, 1.51173, -1.36621], [5.18014, -0.19308, -1.12769], [-0.03473, 2.35028, 0.82843], [-0.55259, 2.07808, -0.78449]], "mulliken_charge": [-1.481, 0.057, -0.974, -0.127, -0.344, 0.756, -0.470, -0.116, -0.358, -0.140, 0.915, -1.070, 0.212, -0.753, -0.741, -0.321, -0.801, -0.781, -0.535, 0.288, -0.688, -0.762, -0.386, -0.925, 0.406, 1.232, -1.387, -0.446, -0.418, -0.381, -0.753, 0.076, -0.413, -0.061, -1.012, -0.680, 0.868, -0.681, 1.123, 0.441, -0.467, -0.211, 0.290, -0.337, -0.268, 0.410, 0.340, 0.365, 0.114, 0.348, 0.538, 0.254, 0.464, 0.209, 0.712, 0.312, 0.764, 0.740, 0.206, 0.500, 0.050, 0.269, 1.441, 0.811, 0.453, 0.413, 0.427, 0.443, 0.373, 0.964, 0.866, 0.369, -0.517, 0.983], "total_charge": 1, "smiles": "[H]/N=C(/C)C[N+]1=C(CC(=O)c2ccccc2)[C@](CC(=O)O)(CC(=O)Br)[C@](OC#N)(N(C(=O)F)C(=O)F)[C@@]1(CC(=O)Cl)OCCCC", "homo_ev": -12.52, "orbital_gap_ev": 8.25}

***

[2]
{"formula": "C22H36CaClO6P", "method": "ωB97M-V with the def2-TZVPD basis set", "species": ["C", "C", "C", "C", "O", "O", "O", "P", "Cl", "C", "C", "C", "C", "C", "C", "O", "C", "O", "O", "C", "C", "C", "C", "C", "C", "C", "C", "C", "C", "C", "H", "H", "H", "H", "H", "H", "H", "H", "H", "H", "H", "H", "H", "H", "H", "H", "H", "H", "H", "H", "H", "H", "H", "H", "H", "H", "H", "H", "H", "H", "H", "H", "H", "H", "H", "H", "Ca"], "coordinates": [[2.77943, 4.85699, -0.34487], [2.44855, 3.80508, -0.82226], [1.91254, 2.53599, -1.38983], [1.51406, 2.92168, -2.86513], [2.17959, 2.46006, -3.79094], [0.49911, 3.66434, -2.88627], [2.97578, 1.62193, -1.18341], [2.41611, -0.00638, -1.23339], [4.33711, -0.52522, -2.19465], [1.74597, -1.77296, -1.46638], [2.12095, -2.96832, -0.56605], [3.51866, -3.55883, -0.78909], [3.74596, -4.72239, 0.21540], [3.13187, -0.31575, 0.51145], [1.96539, -0.45455, 1.43347], [2.31223, -1.07435, 2.79508], [1.50553, -2.08942, 2.88502], [1.71578, -3.24351, 3.04241], [0.87290, 0.55430, -0.49191], [0.67901, 1.94670, -0.63652], [0.44366, 2.74128, 0.63037], [-0.68002, 2.25043, 1.54274], [-1.81141, 1.48036, 0.85003], [-2.37959, 2.18007, -0.40508], [-2.96815, 1.36970, 1.88464], [-3.83866, 0.06966, 1.82641], [-3.66919, -0.76943, 0.58381], [-4.36328, -0.69659, -0.55472], [-3.88915, -1.48201, -1.75690], [-5.61741, 0.12851, -0.67635], [3.12625, 5.83123, -0.10012], [1.93169, 0.26291, -2.54158], [2.04060, -2.04331, -2.48042], [0.65064, -1.68103, -1.49723], [1.94447, -2.81482, 0.50354], [1.43845, -3.79174, -0.82817], [4.29788, -2.81954, -0.63316], [3.55524, -3.96866, -1.79708], [2.77907, -5.18068, 0.44145], [4.42282, -5.47953, -0.17368], [4.13047, -4.31888, 1.15422], [3.83407, -1.14130, 0.59934], [3.69271, 0.57707, 0.79482], [1.25180, -1.15968, 0.97808], [1.52594, 0.51365, 1.66735], [0.39199, -1.79381, 2.76772], [-0.12811, 2.08010, -1.35658], [1.35822, 2.78398, 1.22799], [0.21296, 3.75933, 0.32636], [-1.13137, 3.12627, 2.01942], [-0.29241, 1.64252, 2.40523], [-1.38309, 0.49800, 0.55752], [-2.04154, 1.70282, -1.31966], [-2.16626, 3.24616, -0.39071], [-3.46593, 2.07220, -0.39018], [-2.54735, 1.48746, 2.89866], [-3.61642, 2.23330, 1.76380], [-4.87478, 0.35630, 1.99283], [-3.59519, -0.55656, 2.71175], [-2.91254, -1.56526, 0.63231], [-4.71014, -1.80537, -2.39005], [-3.30920, -2.34204, -1.42120], [-3.20219, -0.84155, -2.31461], [-6.32847, -0.37462, -1.32720], [-5.36410, 1.11144, -1.08089], [-6.09659, 0.28478, 0.28868], [-1.02294, -0.79854, 2.16437]], "mulliken_charge": [-0.050, -2.329, 2.590, 0.370, -0.685, -0.753, -0.797, 0.103, -0.356, -1.266, 0.063, -0.372, -1.272, -2.042, 0.102, -0.386, 1.161, -0.394, -0.395, 0.370, -2.027, -0.636, 2.154, -1.931, -0.901, -1.381, 0.604, 0.417, -1.400, -1.466, 0.554, 0.211, 0.706, 0.214, -0.499, 0.617, 0.258, 0.398, 0.269, 0.410, 0.274, 0.501, 0.638, 0.063, 0.472, -0.601, 0.021, 0.420, 0.704, 0.322, 0.515, -0.583, 0.261, 0.383, 0.432, 0.353, 0.506, 0.379, 0.292, 0.388, 0.403, 0.361, 0.296, 0.474, 0.313, 0.265, 1.913], "total_charge": 0, "homo_ev": -6.32, "orbital_gap_ev": 2.69}

***

[3]
{"formula": "C2H3N4", "method": "ωB97M-V with the def2-TZVPD basis set", "species": ["C", "C", "N", "N", "N", "N", "H", "H", "H"], "coordinates": [[-3.46299, -0.18576, 0.02207], [-1.17084, 0.76387, 0.14664], [-4.57883, -0.30007, -0.10132], [-2.12526, -0.09141, -0.07317], [0.03542, 0.52835, -0.36579], [0.78709, -0.45253, -0.28643], [-1.17433, 1.76589, 0.66473], [0.67767, -1.30114, 0.16418], [1.65244, -0.33428, -0.73913]], "mulliken_charge": [0.329, 0.256, -0.191, -0.394, 0.001, 0.061, 0.368, 0.259, 0.310], "total_charge": 1, "smiles": "N#C/N=C/N=[NH2+]", "de_lowest_kcal_mol": 15.2, "homo_ev": [-15.56, -15.56], "orbital_gap_ev": [7.30, 7.30]}

***

[4]
{"formula": "C5H6O2S", "method": "ωB97M-V with the def2-TZVPD basis set", "species": ["C", "C", "C", "C", "C", "H", "H", "H", "H", "H", "H", "O", "O", "S"], "coordinates": [[-2.12780, -0.10683, -0.45952], [-0.64238, -0.05963, 0.04958], [1.61334, 1.29695, 0.42349], [2.05856, 0.10894, 0.68478], [0.32042, -1.03892, -0.57048], [-2.35779, 0.14685, -1.56303], [-2.53513, -1.08738, -0.37667], [-2.74137, 0.48954, 0.25407], [-0.49699, -0.21612, 1.18766], [2.23136, 2.26351, 0.73341], [3.16979, -0.22737, 0.81400], [1.47241, -1.06308, 0.22305], [0.01128, -2.05717, -1.22958], [0.02431, 1.55074, -0.17075]], "mulliken_charge": [-1.337, 0.297, -0.028, -0.320, 0.467, 0.298, 0.382, 0.378, 0.327, 0.243, 0.298, -0.288, -0.557, -0.162], "total_charge": 0, "smiles": "C[C@@H]1SC=COC1=O", "de_lowest_kcal_mol": 39.1, "homo_ev": -8.65, "orbital_gap_ev": 9.01}

***

The following molecular weight values (in g mol⁻¹) correspond, in order, to the records above: 718.91 503.03 83.07 130.17.
The following total energy values (in Eh) correspond, in order, to the records above: -5214.1881 -2790.1675 -296.6011 -742.7226.